[1]
A structure of composition C16H21ClN2O5S at a distorted geometry, computed with ωB97M-V/def2-TZVPD.

Cartesian coordinates (Å):
Cl  -1.07  -2.89  4.04
S  0.64  0.20  3.62
O  -2.61  2.09  -0.37
O  -1.06  -0.48  -3.80
O  3.76  -0.09  0.64
O  0.33  1.55  3.84
O  0.91  -0.87  4.57
N  1.77  -0.01  2.24
N  -2.94  0.13  -1.75
C  3.08  -1.09  0.65
C  0.09  -0.68  -3.38
C  -0.42  1.44  -2.91
C  -2.26  -0.03  0.74
C  -1.52  -1.76  2.82
C  -2.73  0.76  -3.00
C  -2.49  -2.03  2.03
C  -1.16  0.19  1.57
C  3.40  1.02  0.83
C  2.25  -1.17  1.98
C  -1.56  0.66  -3.66
C  -2.59  0.83  -0.61
C  0.28  0.37  -2.27
C  -0.87  -0.45  2.76
C  -2.92  -1.63  0.85
C  2.66  1.16  2.31
H  -2.75  -3.06  2.02
H  3.01  -1.56  2.87
H  0.85  -0.67  -4.32
H  -0.73  1.29  1.28
H  1.68  0.65  -2.45
H  0.14  2.16  -3.71
H  0.09  -0.02  -1.30
H  -0.78  2.28  -2.11
H  -2.57  -0.84  -1.77
H  0.37  -1.58  -2.91
H  -1.86  1.11  -4.74
H  1.64  -1.92  1.94
H  4.12  2.15  0.96
H  2.56  1.60  0.35
H  3.46  1.17  3.00
H  2.09  2.13  2.65
H  3.63  -2.01  0.52
H  -3.66  -1.67  0.14
H  2.40  -0.89  -0.14
H  -3.58  0.54  -3.39
H  -3.10  1.94  -2.64

Results
Energy   -53490.6673 eV
HOMO   -8.718 eV
F_max   19.315 eV Å⁻¹
Relative energy (zero: lowest compared OMol25 entry of this formula, charge and spin)   18.597 eV

[2]
The molecule C16H21F3N3O4P at a distorted geometry, computed with ωB97M-V/def2-TZVPD.

Cartesian coordinates (Å):
P  0.09  -0.78  0.42
F  -4.69  -1.57  0.58
F  -3.62  -3.49  0.62
F  -4.78  -2.87  2.39
O  -1.93  -2.24  2.76
O  4.94  0.10  0.02
O  -0.51  -2.30  0.00
O  0.42  0.08  -0.71
N  1.67  -1.14  1.26
N  -2.42  -0.39  1.56
N  3.14  0.08  -1.29
C  -4.28  3.32  -1.13
C  -4.01  3.84  0.17
C  3.67  -0.05  0.03
C  -3.90  -2.43  1.39
C  -3.55  2.29  -1.60
C  -1.06  0.11  1.59
C  2.18  -0.79  3.50
C  1.56  -1.79  2.56
C  -2.42  1.80  -0.87
C  0.47  -3.09  -0.61
C  -1.10  1.63  1.42
C  2.79  -0.08  1.27
C  -2.13  2.27  0.44
C  3.41  -0.20  2.76
C  -2.75  -1.66  2.01
C  -2.89  3.37  0.93
H  -4.59  4.65  0.54
H  -3.66  1.98  -2.72
H  -0.07  -3.26  -1.55
H  2.25  0.95  1.29
H  3.89  0.17  -2.04
H  1.38  -2.60  -0.90
H  0.44  -1.72  2.79
H  -2.74  3.82  1.89
H  -0.58  -0.01  2.54
H  -0.02  1.90  1.16
H  -5.02  3.85  -1.70
H  1.91  -2.84  2.54
H  -1.86  1.02  -1.40
H  -1.41  2.03  2.43
H  2.61  -1.28  4.35
H  3.66  0.78  3.09
H  2.19  -0.17  -1.47
H  -2.86  -0.32  0.65
H  1.40  -0.03  3.54
H  4.27  -0.83  2.74
H  0.60  -4.03  -0.05

Results
Energy   -47034.2837 eV
HOMO   -9.245 eV
SMILES   CO[P@@](=O)([C@@H](Cc1ccccc1)NC(=O)C(F)(F)F)N1CCC[C@H]1C(N)=O
F_max   5.656 eV Å⁻¹
Relative energy (zero: lowest compared OMol25 entry of this formula, charge and spin)   2.290 eV

[3]
A cluster of 7 separate species, C16H21F4N2O18 in total at a distorted geometry, computed with ωB97M-V/def2-TZVPD.

Cartesian coordinates (Å):
F  2.75  -2.59  0.57
F  -1.07  0.26  -2.56
F  -2.28  5.90  1.03
F  -5.51  0.47  -1.66
O  6.52  -4.13  2.20
O  -3.43  3.35  -1.90
O  -1.65  4.66  -1.40
O  -1.79  -1.91  -4.51
O  4.52  -3.45  1.72
O  2.92  0.58  0.27
O  -6.19  -0.89  2.10
O  -4.01  -1.72  -4.72
O  0.65  -6.07  -1.20
O  4.57  3.26  1.91
O  1.67  2.25  -0.30
O  -2.87  -1.01  -2.94
O  3.92  4.47  3.63
O  -6.08  0.72  0.48
O  -0.85  -4.55  -1.45
O  -2.78  3.85  0.29
O  -4.33  -0.52  0.83
O  6.13  -2.41  0.71
N  3.94  3.44  2.96
N  0.11  -5.01  -0.85
C  -1.79  4.68  0.83
C  3.95  -2.34  1.11
C  3.26  2.28  3.53
C  -0.82  4.78  -0.35
C  -5.60  -0.30  1.17
C  -3.85  0.53  0.11
C  1.78  1.06  0.08
C  -0.84  -1.82  -3.44
C  -5.19  1.04  -0.52
C  4.92  -2.13  0.01
C  0.56  -4.42  0.48
C  -2.66  3.91  -1.13
C  0.53  0.21  0.37
C  -1.56  -0.95  -2.39
C  -2.97  -1.55  -4.14
C  5.79  -3.39  1.61
H  0.90  -0.81  0.43
H  4.65  -2.82  -0.80
H  -5.21  2.11  -0.67
H  1.45  -4.95  0.82
H  -3.38  1.17  0.85
H  4.88  -1.09  -0.30
H  -3.02  0.11  -0.47
H  -0.19  5.67  -0.32
H  -0.20  3.89  -0.40
H  2.49  2.04  2.80
H  -1.42  4.32  1.79
H  -0.70  -2.87  -3.18
H  3.82  -1.55  1.85
H  3.87  1.39  3.67
H  -0.19  0.33  -0.45
H  -0.26  -4.62  1.17
H  -1.44  -1.11  -1.32
H  0.12  -1.51  -3.84
H  0.07  0.48  1.31
H  2.74  2.69  4.40
H  0.66  -3.38  0.16

Results
Energy   -67633.1494 eV
HOMO   -5.485 eV
F_max   5.320 eV Å⁻¹
Relative energy (zero: lowest compared OMol25 entry of this formula, charge and spin)   0.000 eV
Total charge   -1

Repeat the third record exactly.
A cluster of 7 separate species, C16H21F4N2O18 in total at a distorted geometry, computed with ωB97M-V/def2-TZVPD.

Cartesian coordinates (Å):
F  2.75  -2.59  0.57
F  -1.07  0.26  -2.56
F  -2.28  5.90  1.03
F  -5.51  0.47  -1.66
O  6.52  -4.13  2.20
O  -3.43  3.35  -1.90
O  -1.65  4.66  -1.40
O  -1.79  -1.91  -4.51
O  4.52  -3.45  1.72
O  2.92  0.58  0.27
O  -6.19  -0.89  2.10
O  -4.01  -1.72  -4.72
O  0.65  -6.07  -1.20
O  4.57  3.26  1.91
O  1.67  2.25  -0.30
O  -2.87  -1.01  -2.94
O  3.92  4.47  3.63
O  -6.08  0.72  0.48
O  -0.85  -4.55  -1.45
O  -2.78  3.85  0.29
O  -4.33  -0.52  0.83
O  6.13  -2.41  0.71
N  3.94  3.44  2.96
N  0.11  -5.01  -0.85
C  -1.79  4.68  0.83
C  3.95  -2.34  1.11
C  3.26  2.28  3.53
C  -0.82  4.78  -0.35
C  -5.60  -0.30  1.17
C  -3.85  0.53  0.11
C  1.78  1.06  0.08
C  -0.84  -1.82  -3.44
C  -5.19  1.04  -0.52
C  4.92  -2.13  0.01
C  0.56  -4.42  0.48
C  -2.66  3.91  -1.13
C  0.53  0.21  0.37
C  -1.56  -0.95  -2.39
C  -2.97  -1.55  -4.14
C  5.79  -3.39  1.61
H  0.90  -0.81  0.43
H  4.65  -2.82  -0.80
H  -5.21  2.11  -0.67
H  1.45  -4.95  0.82
H  -3.38  1.17  0.85
H  4.88  -1.09  -0.30
H  -3.02  0.11  -0.47
H  -0.19  5.67  -0.32
H  -0.20  3.89  -0.40
H  2.49  2.04  2.80
H  -1.42  4.32  1.79
H  -0.70  -2.87  -3.18
H  3.82  -1.55  1.85
H  3.87  1.39  3.67
H  -0.19  0.33  -0.45
H  -0.26  -4.62  1.17
H  -1.44  -1.11  -1.32
H  0.12  -1.51  -3.84
H  0.07  0.48  1.31
H  2.74  2.69  4.40
H  0.66  -3.38  0.16

Results
Energy   -67633.1494 eV
HOMO   -5.485 eV
F_max   5.320 eV Å⁻¹
Relative energy (zero: lowest compared OMol25 entry of this formula, charge and spin)   0.000 eV
Total charge   -1

Question: The highest energy belongs to which entry?
Answer: C16H21F3N3O4P

Question: What is the formula in the third record?
Answer: C16H21F4N2O18